Entry from the Open Molecules 2025 dataset: a cluster of 8 separate species, C45H87N2O11 in total (ωB97M-V/def2-TZVPD).

Calculated values
Orbital gap (alpha / beta) (eV): 8.60 / 9.55
Energy (eV): -73573.83218
LUMO (alpha / beta) (Eh): 0.01648 / 0.01630
Max |F| (Eh/bohr): 0.06019
Spin multiplicity: 2

Each line ends with the Löwdin spin population.
Positions of all 145 atoms, in Å:
C -1.1984 2.2120 1.0173  0.00
C -2.3936 1.3054 1.1973  0.00
O -3.1232 1.5086 2.0845  0.00
O -2.6469 0.2584 0.3371  0.00
C -1.9803 -0.9345 0.8400  0.00
C -0.6862 -1.1453 0.0403  0.00
C 0.2328 -2.1727 0.7520  0.00
C 1.6542 -1.6728 1.0194  0.00
C 2.3533 -1.0744 -0.2422  0.00
C 1.9909 -1.7600 -1.5804  0.00
C 1.1806 -0.9347 -2.5593  0.00
N 1.1076 0.4524 -2.4538  0.00
O 0.6375 -1.4732 -3.4653  0.00
C 2.5240 -2.8761 1.4764  0.02
C 2.3410 -3.3486 2.9402  0.03
C 3.5835 -4.2144 3.2412  0.00
C 1.1511 -4.3411 3.0249  0.01
N 2.3145 -2.2602 3.9441  0.37
O 3.4480 -2.0341 4.4907  0.53
C 1.5655 -1.0379 3.5770  0.03
C 0.0670 -1.0656 3.9412  0.01
C 2.1301 0.1241 4.4190  0.00
C 1.7423 -0.5821 2.1139  0.02
H -0.3638 1.7569 0.4861  0.00
H -1.4811 3.0941 0.4507  0.00
H -0.8403 2.4792 2.0032  0.00
H -1.7764 -0.8172 1.8985  0.00
H -2.6134 -1.7991 0.6698  0.00
H -1.0021 -1.5960 -0.8976  0.00
H -0.1952 -0.2039 -0.1599  0.00
H -0.2708 -2.4742 1.6661  0.00
H 0.2868 -3.0828 0.1584  0.00
H 3.4201 -1.2054 -0.0909  0.00
H 2.1994 0.0035 -0.2606  0.00
H 1.5187 -2.7280 -1.4716  0.00
H 2.9284 -1.9415 -2.1070  0.00
H 0.2835 0.7269 -2.9805  0.00
H 0.9509 0.7835 -1.5081  0.00
H 2.2886 -3.7014 0.8050  0.00
H 3.5878 -2.6886 1.3289  0.00
H 4.5068 -3.7473 2.9189  0.00
H 3.5960 -4.5581 4.2703  0.00
H 3.4620 -5.1080 2.6191  0.00
H 1.4384 -5.1272 3.7239  0.00
H 0.2303 -3.9192 3.4184  0.00
H 0.9822 -4.8508 2.0851  0.00
H -0.4738 -0.2598 3.4597  0.00
H -0.0155 -0.8695 5.0106  0.00
H -0.4357 -2.0110 3.7529  0.00
H 2.1021 -0.0939 5.4814  0.00
H 1.4234 0.9450 4.2606  0.00
H 3.0898 0.4670 4.0615  0.00
H 0.9803 0.1611 1.8736  0.00
H 2.6965 -0.0734 1.9693  0.00
C -5.8916 0.9811 -3.3820  0.00
C -5.1512 1.1961 -2.0674  0.00
C -5.7053 0.0728 -1.2094  0.00
O -6.0197 -1.0054 -2.0988  0.00
C -5.9645 -0.5374 -3.4509  0.00
H -5.3950 1.4214 -4.2460  0.00
H -6.8980 1.4029 -3.3154  0.00
H -4.0770 1.0571 -2.2177  0.00
H -5.3087 2.1801 -1.6283  0.00
H -6.6287 0.3756 -0.7024  0.00
H -4.9941 -0.2686 -0.4587  0.00
H -5.0675 -0.9556 -3.9201  0.00
H -6.8387 -0.8949 -3.9961  0.00
C 2.8782 -6.8624 8.6938  0.00
C 3.6007 -7.6329 7.5972  0.00
C 3.0359 -6.9876 6.3410  0.00
O 2.7353 -5.6295 6.6773  0.00
C 2.8098 -5.4648 8.0972  0.00
H 3.3858 -6.8877 9.6571  0.00
H 1.8704 -7.2631 8.8285  0.00
H 4.6762 -7.4504 7.6615  0.00
H 3.4359 -8.7090 7.6323  0.00
H 2.1061 -7.4749 6.0269  0.00
H 3.7371 -7.0076 5.5050  0.00
H 3.7136 -4.8904 8.3263  0.00
H 1.9435 -4.8997 8.4425  0.00
C 0.1192 -0.8928 -6.7907  0.00
C 0.8754 -1.6699 -7.8592  0.00
C 0.3252 -1.0568 -9.1382  0.00
O -0.0031 0.3028 -8.8342  0.00
C 0.0402 0.4912 -7.4141  0.00
H 0.6049 -0.8929 -5.8180  0.00
H -0.8847 -1.3083 -6.6691  0.00
H 1.9467 -1.4694 -7.7774  0.00
H 0.7265 -2.7476 -7.8070  0.00
H -0.5912 -1.5660 -9.4594  0.00
H 1.0411 -1.0805 -9.9611  0.00
H 0.9302 1.0844 -7.1769  0.00
H -0.8429 1.0488 -7.0957  0.00
C 6.7780 0.4678 2.1415  0.00
C 6.7540 1.9759 1.9306  0.00
C 5.3601 2.1885 1.3607  0.00
O 4.5244 1.1725 1.9283  0.00
C 5.3488 0.1901 2.5791  0.00
H 7.5147 0.1370 2.8719  0.00
H 6.9861 -0.0363 1.1941  0.00
H 6.8491 2.4875 2.8916  0.00
H 7.5407 2.3409 1.2718  0.00
H 5.3529 2.0670 0.2722  0.00
H 4.9505 3.1702 1.6024  0.00
H 5.2345 0.3093 3.6602  0.00
H 5.0086 -0.8101 2.3053  0.00
C 2.5706 5.1522 5.3158  0.00
C 1.2691 5.9417 5.3842  0.00
C 0.3091 5.0244 4.6403  0.00
O 0.7649 3.6866 4.8664  0.00
C 2.0716 3.7223 5.4501  0.00
H 3.2920 5.4239 6.0853  0.00
H 3.0422 5.2955 4.3401  0.00
H 0.9540 6.0497 6.4249  0.00
H 1.3331 6.9358 4.9436  0.00
H 0.3322 5.2157 3.5617  0.00
H -0.7206 5.1199 4.9868  0.00
H 1.9812 3.4315 6.5023  0.00
H 2.7153 3.0007 4.9455  0.00
C -5.6228 5.0855 -0.6177  0.00
C -5.9446 6.4598 -1.1908  0.00
C -4.5636 7.0923 -1.2757  0.00
O -3.6392 6.0244 -1.5054  0.00
C -4.2967 4.7719 -1.2937  0.00
H -6.3880 4.3357 -0.8157  0.00
H -5.4857 5.1550 0.4640  0.00
H -6.3715 6.3550 -2.1913  0.00
H -6.6395 7.0382 -0.5836  0.00
H -4.2923 7.5822 -0.3344  0.00
H -4.4819 7.8221 -2.0820  0.00
H -4.4509 4.2996 -2.2701  0.00
H -3.6600 4.1222 -0.6904  0.00
C -3.0373 0.6707 -9.6213  0.00
C -4.3249 0.8749 -10.4098  0.00
C -5.2582 -0.1279 -9.7472  0.00
O -4.8421 -0.2327 -8.3824  0.00
C -3.5707 0.4058 -8.2228  0.00
H -2.3560 1.5174 -9.6613  0.00
H -2.5076 -0.2085 -9.9926  0.00
H -4.6974 1.8913 -10.2578  0.00
H -4.2159 0.7098 -11.4811  0.00
H -5.1694 -1.1179 -10.2080  0.00
H -6.3045 0.1787 -9.7848  0.00
H -3.7269 1.3420 -7.6739  0.00
H -2.9130 -0.2358 -7.6342  0.00